Entry 1:
Below is a cluster of 8 separate species, C22H60O8 in total, with properties calculated with the ωB97M-V functional and the def2-TZVPD basis.

Element x y z (Å)
C  -1.747533  1.427544  -2.297400
O  -1.494533  1.884544  -3.600400
H  -0.927533  0.861544  -1.842400
H  -2.659533  0.887544  -2.264400
H  -1.832533  2.227544  -1.468400
H  -1.376533  1.119544  -4.211400
C  4.624467  -1.467456  3.463600
C  4.686467  -1.768456  2.011600
C  3.736467  -2.811456  1.500600
O  4.424467  -0.773456  1.337600
H  4.449467  -2.412456  4.046600
H  3.762467  -0.843456  3.682600
H  5.573467  -1.043456  3.853600
H  5.633467  -2.153456  1.769600
H  2.728467  -2.408456  1.565600
H  3.873467  -3.706456  2.078600
H  3.915467  -3.069456  0.501600
H  3.453467  -0.689456  1.247600
C  3.531467  6.145544  -1.394400
C  3.805467  4.628544  -1.357400
C  2.653467  3.767544  -0.777400
O  4.026467  4.125544  -2.443400
H  3.768467  6.509544  -0.417400
H  2.509467  6.346544  -1.724400
H  4.169467  6.655544  -2.126400
H  4.762467  4.497544  -0.892400
H  2.265467  4.034544  0.207600
H  2.938467  2.717544  -0.595400
H  1.749467  3.835544  -1.476400
H  4.785467  4.556544  -2.710400
C  -6.077533  1.044544  0.443600
C  -4.931533  0.614544  -0.421400
C  -3.576533  0.575544  0.435600
O  -4.982533  -0.511456  -0.947400
H  -7.015533  1.120544  -0.163400
H  -5.808533  2.076544  0.713600
H  -6.185533  0.286544  1.249600
H  -4.777533  1.330544  -1.208400
H  -3.213533  1.568544  0.592600
H  -2.822533  0.098544  -0.233400
H  -3.621533  0.025544  1.375600
H  -5.642533  -0.592456  -1.597400
C  3.934467  0.634544  -1.909400
C  2.735467  -0.142456  -2.372400
C  2.560467  -1.548456  -1.788400
O  1.616467  0.461544  -2.293400
H  4.135467  1.589544  -2.433400
H  4.895467  0.149544  -2.137400
H  3.857467  0.834544  -0.867400
H  2.924467  -0.237456  -3.442400
H  2.147467  -1.396456  -0.826400
H  3.498467  -2.089456  -1.533400
H  1.903467  -2.074456  -2.456400
H  1.846467  1.281544  -2.790400
C  -0.124533  1.873544  0.545600
C  1.003467  1.324544  1.337600
C  0.389467  0.527544  2.468600
O  1.884467  0.585544  0.822600
H  -0.591533  2.637544  1.122600
H  -0.834533  1.163544  0.183600
H  0.312467  2.394544  -0.325400
H  1.499467  2.256544  1.722600
H  1.111467  0.105544  3.126600
H  -0.070533  -0.380456  2.067600
H  -0.285533  1.089544  3.085600
H  1.747467  0.588544  -0.153400
C  -2.713533  -2.471456  2.194600
C  -4.102533  -2.947456  2.724600
C  -5.329533  -2.182456  2.241600
O  -4.371533  -4.089456  2.310600
H  -2.580533  -1.449456  2.384600
H  -2.547533  -2.844456  1.215600
H  -1.823533  -3.007456  2.566600
H  -4.043533  -2.933456  3.861600
H  -5.359533  -2.086456  1.184600
H  -5.273533  -1.201456  2.794600
H  -6.302533  -2.659456  2.376600
H  -4.310533  -4.144456  1.395600
C  -0.510533  -1.957456  -0.284400
C  -1.153533  -2.968456  -1.164400
C  -2.476533  -2.442456  -1.707400
O  -0.578533  -3.248456  -2.175400
H  0.311467  -2.332456  0.238600
H  -1.175533  -1.406456  0.357600
H  -0.137533  -1.203456  -0.936400
H  -1.295533  -3.860456  -0.528400
H  -3.098533  -3.246456  -2.284400
H  -2.343533  -1.631456  -2.331400
H  -3.012533  -2.077456  -0.843400
H  -1.001533  -3.955456  -2.651400

Cartesian forces, eV/Å:
C 0.677 0.875 1.956
O 0.418 -0.076 -0.740
H -0.018 -0.479 -0.662
H -0.882 -0.762 0.118
H -0.120 -0.344 -2.046
H -0.154 0.805 0.982
C 0.212 -1.705 2.465
C 0.506 -7.030 3.578
C -0.379 -1.253 2.069
O -2.033 9.721 -6.219
H 0.282 0.695 -0.308
H 0.047 0.361 0.029
H -0.718 0.107 -0.299
H 1.937 -0.430 -0.209
H -0.425 -0.255 0.261
H -0.561 -0.745 0.332
H 0.462 -0.085 -1.548
H 0.653 0.701 -0.076
C -0.358 -0.582 -0.452
C -2.946 3.385 9.632
C -1.082 0.296 0.635
O -0.092 -5.350 -11.259
H -0.272 0.690 0.597
H -0.067 0.093 0.358
H 0.212 -0.231 0.138
H 0.421 0.219 2.616
H 0.145 0.631 0.004
H 0.093 0.460 -0.689
H 1.345 -0.191 0.670
H 2.554 0.772 -2.241
C -0.734 0.148 -0.447
C 2.893 6.666 4.349
C -0.387 -0.092 -1.641
O -0.051 -8.917 -2.676
H 0.541 -0.220 0.525
H -0.437 -0.411 0.738
H -0.153 0.980 -0.185
H 0.196 1.396 -0.301
H 0.126 0.759 0.443
H -0.521 0.131 0.621
H -0.350 0.078 -0.188
H -1.378 -0.243 -1.248
C 1.439 0.511 -0.337
C 6.562 -4.685 -2.163
C 1.731 0.578 -0.027
O -5.649 5.238 0.575
H -0.956 -0.142 0.132
H -0.456 -0.563 0.426
H 0.349 0.184 1.039
H 0.494 -0.827 -0.628
H -0.971 -0.128 0.995
H -0.437 0.356 -0.877
H -0.295 -0.605 0.127
H -1.443 -0.118 0.671
C 1.000 0.793 -1.963
C -4.400 4.513 5.597
C -0.263 -0.402 0.457
O 4.798 -4.524 -5.837
H -0.623 0.440 0.506
H -0.435 -0.634 0.016
H -0.344 -0.145 0.031
H -0.266 -0.373 0.383
H 1.077 -0.026 0.644
H -0.451 0.317 -0.229
H -0.615 0.246 0.168
H 0.512 -0.225 0.498
C -0.296 -1.541 1.153
C 1.307 6.698 2.778
C 0.329 3.109 1.901
O -0.762 -10.370 0.093
H 0.453 1.494 -0.341
H -0.711 0.660 -1.672
H -0.585 0.055 1.230
H -0.258 -0.032 -1.121
H 0.732 0.679 -1.191
H -0.763 -0.370 -1.050
H 0.374 -0.332 1.082
H 0.127 -0.301 -2.551
C -0.254 1.290 -0.923
C -8.197 2.041 9.049
C -2.763 -2.221 2.519
O 9.830 -3.588 -11.238
H 1.273 -0.700 1.032
H -0.414 -0.349 0.410
H 0.608 0.855 -0.690
H -0.619 -0.145 0.437
H 1.106 1.237 1.128
H 0.659 1.694 -1.455
H -1.099 0.015 -0.085
H -0.037 -0.222 -0.380

Computed properties:
Frontier orbital gap (eV): 9.82
Energy (eV): -40156.353
HOMO energy (eV): -9.36
2S+1: 1
SMILES string: CC(C)O.CC(C)O.CC(C)O.CC(C)O.CC(C)O.CC(C)O.CC(C)O.CO



Entry 2:
Below is a cluster of 8 separate species, C22H60O8 in total, with properties calculated with the ωB97M-V functional and the def2-TZVPD basis.

Element x y z (Å)
C  1.951044  -3.068122  2.469411
O  3.309044  -3.133122  2.661411
H  1.666044  -2.049122  2.223411
H  1.486044  -3.260122  3.346411
H  1.757044  -3.607122  1.518411
H  3.516044  -2.207122  2.854411
C  0.462044  0.409878  6.970411
C  1.281044  -0.377122  5.963411
C  0.721044  -0.078122  4.628411
O  2.509044  -0.158122  6.129411
H  0.732044  0.160878  7.995411
H  -0.586956  0.249878  6.920411
H  0.726044  1.471878  7.000411
H  1.055044  -1.451122  6.180411
H  -0.323956  -0.489122  4.661411
H  1.285044  -0.567122  3.842411
H  0.695044  0.977878  4.436411
H  3.040044  -0.513122  5.428411
C  -0.361956  -1.953122  -0.731589
C  -1.308956  -1.167122  0.235411
C  -0.846956  -1.184122  1.666411
O  -1.461956  0.032878  -0.059589
H  -0.131956  -2.915122  -0.375589
H  0.587044  -1.405122  -0.778589
H  -0.721956  -1.878122  -1.735589
H  -2.243956  -1.729122  0.210411
H  0.049044  -0.674122  1.878411
H  -0.782956  -2.214122  1.988411
H  -1.615956  -0.715122  2.156411
H  -0.598956  0.352878  -0.332589
C  2.777044  -2.703122  -2.407589
C  4.079044  -2.314122  -3.145589
C  4.231044  -3.055122  -4.448589
O  4.325044  -1.149122  -3.459589
H  2.888044  -2.406122  -1.330589
H  2.543044  -3.755122  -2.296589
H  1.825044  -2.320122  -2.935589
H  4.889044  -2.638122  -2.438589
H  3.996044  -4.079122  -4.362589
H  5.239044  -2.967122  -4.824589
H  3.455044  -2.824122  -5.212589
H  4.704044  -0.675122  -2.714589
C  1.165044  2.282878  1.374411
C  1.410044  1.737878  -0.026589
C  2.266044  0.464878  0.127411
O  0.461044  1.525878  -0.794589
H  0.270044  1.790878  1.730411
H  0.790044  3.274878  1.102411
H  1.952044  2.079878  2.065411
H  2.133044  2.427878  -0.457589
H  1.909044  -0.410122  0.776411
H  3.168044  0.786878  0.488411
H  2.373044  -0.070122  -0.863589
H  -0.000956  2.307878  -1.108589
C  -4.550956  2.416878  -2.193589
C  -3.749956  1.440878  -3.071589
C  -3.473956  2.032878  -4.406589
O  -2.640956  1.099878  -2.656589
H  -4.906956  1.948878  -1.289589
H  -5.439956  2.632878  -2.638589
H  -3.863956  3.254878  -1.932589
H  -4.271956  0.467878  -3.235589
H  -2.774956  2.858878  -4.336589
H  -4.396956  2.562878  -4.746589
H  -3.033956  1.401878  -5.138589
H  -2.690956  0.855878  -1.736589
C  -3.008956  2.202878  2.073411
C  -3.324956  2.271878  3.547411
C  -2.169956  1.801878  4.396411
O  -3.621956  3.427878  3.983411
H  -2.113956  2.643878  1.797411
H  -3.754956  2.690878  1.454411
H  -2.862956  1.158878  1.696411
H  -4.169956  1.705878  3.800411
H  -2.387956  1.798878  5.421411
H  -1.336956  2.535878  4.352411
H  -1.917956  0.803878  3.976411
H  -2.851956  4.004878  4.071411
C  -0.596956  -1.381122  -5.463589
C  -0.219956  -0.006122  -4.972589
C  0.757044  -0.048122  -3.820589
O  0.012044  0.913878  -5.804589
H  -0.513956  -2.080122  -4.566589
H  0.119044  -1.750122  -6.252589
H  -1.505956  -1.504122  -5.949589
H  -1.148956  0.265878  -4.443589
H  1.656044  -0.561122  -4.274589
H  0.335044  -0.576122  -3.016589
H  1.238044  0.887878  -3.473589
H  0.497044  1.641878  -5.338589

Cartesian forces, eV/Å:
C 0.177 1.123 -3.923
O 2.212 1.062 0.531
H -0.178 0.290 -0.137
H -2.217 -1.549 2.371
H -0.723 -0.388 1.071
H 0.840 -0.628 0.050
C 1.204 0.535 1.620
C -7.412 -2.147 0.514
C -1.359 -0.816 -0.694
O 7.586 2.132 1.373
H 0.164 -0.590 0.133
H -0.905 0.000 -0.451
H -0.273 0.112 -0.776
H -0.215 0.102 -0.156
H 0.948 0.481 -0.545
H 0.071 -0.210 -0.323
H -0.064 0.610 -0.165
H 0.453 -0.279 -0.431
C 0.229 2.470 0.750
C 1.567 -8.577 1.735
C 0.279 -2.773 -0.636
O -1.920 7.861 -3.326
H -0.013 -1.439 0.138
H 0.050 -0.095 0.164
H -0.574 -0.563 -0.636
H -0.474 0.010 0.029
H 1.184 0.668 -0.103
H 0.183 -0.323 0.581
H -1.780 1.103 1.706
H 0.141 1.093 -0.327
C -1.514 1.134 0.284
C -0.673 -10.243 2.064
C -1.022 -0.998 -0.831
O 1.188 10.861 -1.329
H -0.593 0.400 -0.892
H 0.712 -0.552 -0.444
H 1.557 -0.050 1.109
H -0.328 -0.741 -0.338
H 0.191 -1.631 0.574
H 0.127 0.244 -0.348
H 0.643 0.896 0.410
H -0.188 0.512 -0.150
C -2.575 0.075 -1.639
C 8.837 -0.119 5.571
C -2.255 -2.723 -1.503
O -7.223 -1.118 -5.404
H -0.297 -0.422 0.459
H 0.669 0.624 1.296
H 0.656 0.731 0.310
H 0.386 0.461 -0.370
H 0.001 1.620 -0.431
H 2.544 0.442 0.828
H 0.237 0.889 0.757
H -0.195 0.099 -0.049
C 2.774 -1.037 1.140
C -7.926 1.103 -3.796
C -1.880 2.575 -0.993
O 9.736 -2.068 4.877
H 0.424 -0.391 0.743
H -2.255 1.437 -1.662
H -0.864 -0.209 -0.290
H -1.329 0.630 -0.143
H 0.408 0.239 0.519
H 0.532 -0.785 -0.425
H -0.060 -0.946 -0.587
H 0.568 -0.555 0.799
C -1.325 -2.074 -0.757
C 2.876 -4.313 -1.137
C 1.139 -1.255 -2.007
O -2.322 8.081 1.998
H 2.113 1.269 -0.071
H -0.448 -0.054 0.076
H -0.473 0.689 0.406
H -1.299 -1.599 -0.123
H -0.753 -0.510 1.470
H -0.092 -0.547 -0.613
H 0.565 0.564 0.843
H -0.177 -0.077 -0.114
C 3.532 -1.630 0.198
C -3.991 -3.392 6.792
C 2.947 -0.515 -2.038
O 2.900 6.071 -5.435
H -0.315 0.724 -1.272
H -0.126 0.204 0.854
H -2.054 0.285 -0.444
H -0.434 -0.042 0.283
H -0.556 -0.025 0.936
H -0.160 -0.664 1.102
H -0.974 0.060 -0.211
H -0.763 -0.905 -0.987

Computed properties:
Frontier orbital gap (eV): 8.99
Energy (eV): -40157.405
HOMO energy (eV): -8.89
2S+1: 1
SMILES string: CC(C)O.CC(C)O.CC(C)O.CC(C)O.CC(C)O.CC(C)O.CC(C)O.CO



So what do the calculations give for largest force on an atom? Going down the list: 15.4; 11.1 eV Å⁻¹.